## 1
13
Properties=species:S:1:pos:R:3 method="wB97M-V/def2-TZVPD" total_charge=0 spin_multiplicity=3 s_squared=2.01
C 1.7052 1.3986 -0.0414
C 0.7613 0.2272 0.1204
N 1.1036 -0.9226 -0.3253
N -2.4203 0.1960 0.1186
O -2.3941 -1.1801 0.1735
O -3.4824 0.6942 0.2053
O 0.1157 -1.9948 -0.2180
H 1.9245 1.7178 -0.9888
H 1.1795 2.2271 0.2944
H 2.6366 1.1904 0.5365
H -0.1747 0.6363 0.4321
H -1.3930 -1.3687 0.0937
H 0.4381 -2.8212 -0.4011

---

## 2
13
Properties=species:S:1:pos:R:3 method="wB97M-V/def2-TZVPD" total_charge=0 spin_multiplicity=3 s_squared=2.01
C 0.2931 -1.8461 0.9781
C 0.7117 -0.4555 0.7757
N -0.0809 0.5639 0.6640
N -0.7201 1.6309 -1.8445
O -0.2715 2.4103 -0.9312
O -0.9306 2.1045 -2.9194
O -0.7790 0.3796 -1.4793
H -0.7290 -2.1012 1.1309
H 0.8282 -2.2208 0.1577
H 1.0010 -2.1304 1.8429
H 1.7641 -0.3335 0.8387
H -0.0060 1.5441 0.0633
H -1.0810 0.4542 0.7231

---

Last place for stability: 2

---

## 1
10
Properties=species:S:1:pos:R:3 method="wB97M-V/def2-TZVPD" total_charge=-1 smiles="O=C([O-])C1=C(O)C1" spin_multiplicity=1
O 0.7145 -2.0455 1.1132
C 0.9251 -1.5531 -0.0417
O 1.5066 -2.0320 -1.0005
C 0.1699 -0.2242 -0.2790
C -0.9057 0.3222 0.2120
O -1.9688 0.8277 0.8420
C 0.4700 1.2349 -0.6457
H -2.3339 0.1379 1.5318
H 1.0478 1.7342 0.0114
H 0.3745 1.5977 -1.7435

---

## 2
10
Properties=species:S:1:pos:R:3 method="wB97M-V/def2-TZVPD" total_charge=-1 smiles="CC(=O)C1=C([O-])O1" spin_multiplicity=1
C 1.4920 0.0901 0.0779
C 0.2457 -0.8844 0.0731
O 0.3614 -2.1389 0.0278
C -0.8428 -0.1247 -0.1263
C -2.0894 0.2842 -0.0095
O -3.2740 0.2784 0.0436
O -1.1945 1.3640 -0.0894
H 2.5097 -0.4056 0.1160
H 1.2615 0.8621 0.7996
H 1.5304 0.6747 -0.9128

---

Last place for stability: 1